Record 1
A single C22H27N3O4 molecule. Source: the OMol25 dataset; level of theory: ωB97M-V/def2-TZVPD.

The geometry in ORCA input format:
```
! wB97M-V def2-TZVPD RIJCOSX def2/J DEFGRID3
* xyz 0 1
C -5.93457 -3.80163 0.93932
O -5.45259 -2.49760 1.15211
C -4.68060 -1.92423 0.18668
C -4.32351 -2.52881 -1.01380
C -3.53468 -1.83242 -1.91472
C -3.09395 -0.55088 -1.65169
C -3.44597 0.05467 -0.44749
N -3.04582 1.34884 -0.10985
C -2.09936 2.11631 -0.70292
O -1.47199 1.86240 -1.70264
O -1.97949 3.27346 -0.00394
C -0.79372 4.01809 -0.22601
C 0.33018 3.46644 0.66915
N 0.63748 2.10001 0.32084
C 1.48688 1.83972 -0.81511
C 2.81154 1.19162 -0.37678
N 2.61829 0.35372 0.78579
C 3.86694 -0.02964 1.43027
C 4.75077 -0.92393 0.59275
C 4.60525 -2.30557 0.63356
C 5.36993 -3.12178 -0.18094
C 6.29360 -2.56712 -1.05011
C 6.45363 -1.19288 -1.09330
C 5.68751 -0.37893 -0.27767
C 1.71087 -0.75511 0.56320
C 0.24780 -0.29443 0.42962
C 0.01372 1.09740 0.98576
O -0.71719 1.30242 1.93763
C -4.23638 -0.63358 0.46179
H -5.11633 -4.52135 0.83327
H -6.51701 -4.04854 1.82564
H -6.58076 -3.85333 0.05693
H -4.64960 -3.52710 -1.25708
H -3.26187 -2.30442 -2.84691
H -2.48571 -0.01974 -2.36286
H -3.35774 1.68798 0.79071
H -1.02654 5.05062 0.03842
H -0.51603 3.95009 -1.28388
H 1.22203 4.08904 0.57457
H -0.01684 3.46625 1.70566
H 1.69831 2.78671 -1.31396
H 0.96199 1.20597 -1.53508
H 3.24070 0.64261 -1.23366
H 3.51500 1.97782 -0.08854
H 4.40032 0.89344 1.67590
H 3.60751 -0.53094 2.36663
H 3.89340 -2.74779 1.31589
H 5.24578 -4.19399 -0.13551
H 6.89058 -3.20345 -1.68658
H 7.17876 -0.75332 -1.76280
H 5.82581 0.69272 -0.31002
H 1.99650 -1.35061 -0.32146
H 1.78467 -1.40157 1.43947
H -0.40390 -0.97287 0.98138
H -0.07766 -0.30149 -0.61226
H -4.51675 -0.18393 1.40142
*
```

Properties
Relative energy (zero: lowest compared OMol25 entry of this formula, charge and spin) in kcal per mole: 55.6
Total energy in eV: -35913.28112
LUMO in eV: 0.79
Max |F| in eV/Å: 0.6

Atomic partial charges in e from the Löwdin method, atoms 1 to 5: number 1, C, carries -0.09; number 2, O, carries -0.08; number 3, C, carries -0.28; number 4, C, carries -0.04; number 5, C, carries -0.07



Record 2
A single C22H27N5O3 molecule. Source: the OMol25 dataset; level of theory: ωB97M-V/def2-TZVPD.

The geometry in ORCA input format:
```
! wB97M-V def2-TZVPD RIJCOSX def2/J DEFGRID3
* xyz 0 1
C -4.99087 -3.19239 -0.11922
C -4.49778 -1.86641 -0.68996
N -3.40499 -1.31810 0.09929
C -2.06838 -1.71811 -0.29270
C -1.56356 -0.95625 -1.51669
C -3.72848 -0.50371 1.11690
O -4.88258 -0.22517 1.39171
C -2.59660 0.06466 1.99524
N -1.60488 0.83191 1.29519
C -0.27273 0.67110 1.39322
C 0.39092 1.60713 0.61825
C 1.80269 1.77900 0.46041
O 2.32235 2.60832 -0.28055
C 2.73775 0.87285 1.27694
O 2.38858 0.07505 2.12952
N 4.01028 1.09025 0.90892
C 5.15779 0.40319 1.44931
C 5.08365 -1.11350 1.24096
C 5.03687 -1.52334 -0.23480
N 3.78933 -1.17154 -0.86039
C 3.58691 -0.21986 -1.82035
C 2.24547 -0.20257 -2.06325
N 1.62418 -1.11969 -1.27525
C 2.56980 -1.67700 -0.56956
C -0.63640 2.40262 -0.00504
C -0.61736 3.47847 -0.88527
C -1.82402 4.01766 -1.28075
C -3.03719 3.50964 -0.81383
C -3.08250 2.44176 0.06023
C -1.87012 1.89263 0.45414
H -4.18847 -3.92660 -0.09027
H -5.36466 -3.04086 0.88996
H -5.79666 -3.58294 -0.73443
H -5.31404 -1.14099 -0.67591
H -4.15047 -1.99474 -1.71601
H -1.37757 -1.57123 0.53495
H -2.09145 -2.78943 -0.51496
H -2.07119 -1.28287 -2.42072
H -1.73105 0.11102 -1.39914
H -0.49416 -1.12724 -1.62415
H -3.10072 0.69986 2.73455
H -2.10370 -0.75432 2.52666
H 0.16254 -0.09084 2.01009
H 4.12078 1.80496 0.19756
H 6.05212 0.81040 0.97310
H 5.21512 0.59463 2.52748
H 5.95931 -1.56911 1.70502
H 4.19108 -1.48263 1.74699
H 5.84505 -1.03768 -0.78883
H 5.17221 -2.60853 -0.30653
H 4.39236 0.34597 -2.24134
H 1.68830 0.40772 -2.74436
H 2.41285 -2.45044 0.15515
H 0.32296 3.86858 -1.23970
H -1.83620 4.85326 -1.96498
H -3.96047 3.96266 -1.14280
H -4.02197 2.05279 0.42003
*
```

Properties
Relative energy (zero: lowest compared OMol25 entry of this formula, charge and spin) in kcal per mole: 13.7
Total energy in eV: -36846.76165
LUMO in eV: 0.12
Max |F| in eV/Å: 0.8

Atomic partial charges in e from the Löwdin method, atoms 1 to 5: number 1, C, carries -0.07; number 2, C, carries -0.20; number 3, N, carries -0.06; number 4, C, carries -0.19; number 5, C, carries -0.06



Record 3
C22H27N5O9OsP2 as an isolated structure in a non-equilibrium geometry. Source: the OMol25 dataset; level of theory: ωB97M-V/def2-TZVPD.

The geometry in ORCA input format:
```
! wB97M-V def2-TZVPD RIJCOSX def2/J DEFGRID3
* xyz 0 5
Os -0.90625 0.74006 0.04071
N -0.99682 -0.15075 1.90795
C -1.77919 0.63013 2.90585
C -1.21591 2.03565 3.05103
C -1.65270 2.99692 1.95722
O -2.02341 4.11430 2.21564
O -1.59810 2.54850 0.71642
H -1.42481 -1.06322 1.74801
H -0.04035 -0.34569 2.26439
H -1.75110 0.09358 3.85443
H -2.81092 0.65328 2.55343
H -0.12081 1.99511 3.05801
H -1.52531 2.46140 4.00296
C -2.99632 -0.20231 -3.28460
C -3.44510 1.07100 -2.58279
O -4.51195 1.64369 -3.32546
P -2.09853 2.28793 -2.49278
O -2.68877 3.59161 -1.87519
O -1.72233 2.63150 -3.98064
O -0.87989 1.74510 -1.76793
P -4.01788 0.80791 -0.85195
O -5.13531 -0.31654 -0.93587
O -4.54527 2.12622 -0.41684
O -2.86225 0.13623 -0.10353
H -2.69177 0.01850 -4.30725
H -3.83283 -0.89928 -3.31166
H -2.16651 -0.67353 -2.75863
H -4.90051 2.35971 -2.80080
H -3.24589 3.39526 -1.07792
H -0.85890 3.04831 -4.08534
H -6.01515 0.07446 -0.95553
N -0.26481 -0.83824 -0.74506
C 0.60583 -1.38310 -1.61323
C 0.61122 -2.77969 -1.80421
C 1.51071 -3.35356 -2.67591
C 2.41782 -2.55885 -3.37326
C 2.41869 -1.17822 -3.19030
C 1.52830 -0.58534 -2.32064
H -0.09374 -3.38171 -1.24702
H 1.51319 -4.42622 -2.81156
H 3.12551 -3.01392 -4.05202
H 3.12744 -0.56219 -3.72679
H 1.52494 0.48637 -2.16858
C 2.56276 3.08295 0.78654
C 1.28198 2.68916 0.43254
N 0.98344 1.36150 0.44952
C 1.88709 0.44641 0.81177
C 3.17728 0.76714 1.25900
C 3.49506 2.15696 1.19632
C 4.10816 -0.22652 1.63173
C 3.94969 -1.58502 1.84824
C 2.86487 -2.40426 2.27063
C 3.07740 -3.80698 2.34445
C 2.10664 -4.60879 2.86381
N 0.93287 -4.13594 3.34432
C 0.81787 -2.82859 3.23407
N 1.65335 -1.92719 2.71830
H 2.80145 4.13704 0.75696
H 0.49049 3.36832 0.16452
H 1.58534 -0.58576 0.74702
H 4.48739 2.47712 1.48720
H 5.13947 0.11080 1.67944
H 4.88422 -2.13209 1.78494
H 4.01133 -4.22567 1.99634
H 2.25104 -5.68256 2.92399
H -0.11345 -2.42841 3.63558
*
```

Properties
Relative energy (zero: lowest compared OMol25 entry of this formula, charge and spin) in kcal per mole: 13.5
⟨S²⟩: 6.095
Total energy in eV: -70179.05296
LUMO (spin up / spin down) in eV: -0.07 / -3.58
Max |F| in eV/Å: 4.4

Atomic partial charges in e from the Löwdin method, atoms 1 to 5: number 1, Os, carries 1.42; number 2, N, carries -0.10; number 3, C, carries -0.19; number 4, C, carries -0.10; number 5, C, carries -0.62



Record 4
A single C22H27N5S molecule. Source: the OMol25 dataset; level of theory: ωB97M-V/def2-TZVPD.

The geometry in ORCA input format:
```
! wB97M-V def2-TZVPD RIJCOSX def2/J DEFGRID3
* xyz 0 1
C 0.63905 3.15514 3.93659
C 1.52977 2.27832 3.05893
N 0.78949 1.19868 2.45755
C -0.23305 1.21373 1.54194
N -0.76781 2.33099 0.93572
C -1.76179 2.00134 -0.07630
C -1.05246 1.74686 -1.43512
N 0.37680 1.66623 -1.24210
C 1.06040 0.49295 -1.12797
S 2.71665 0.47787 -1.05732
N 0.32967 -0.64262 -1.15248
C 0.96943 -1.93745 -1.17432
C -0.07988 -3.00195 -1.50498
C -0.81416 -2.62665 -2.76096
C -2.04735 -1.99086 -2.69731
C -2.69610 -1.58953 -3.85204
C -2.11788 -1.82004 -5.08810
C -0.89022 -2.45611 -5.16240
C -0.24326 -2.85413 -4.00653
C 0.94270 2.89734 -0.74746
C 0.07270 3.40287 0.43209
N -0.76311 0.02670 1.34593
C -0.07418 -0.83645 2.15809
C -0.21625 -2.20597 2.33226
C 0.64052 -2.83059 3.21582
C 1.61266 -2.11628 3.91205
C 1.76334 -0.75106 3.75122
C 0.90963 -0.11850 2.86601
H 1.22040 3.97074 4.35877
H -0.18683 3.56919 3.36279
H 0.22470 2.56411 4.75033
H 2.30940 1.82306 3.67302
H 2.03563 2.86857 2.28885
H -2.45266 2.84471 -0.15374
H -2.30451 1.12168 0.26413
H -1.41126 0.84051 -1.92080
H -1.23124 2.58952 -2.11237
H -0.52880 -0.61657 -0.60663
H 1.44949 -2.16173 -0.21151
H 1.74686 -1.90860 -1.94210
H 0.42290 -3.96248 -1.62519
H -0.78101 -3.07972 -0.67230
H -2.50921 -1.81489 -1.73507
H -3.65549 -1.09607 -3.78674
H -2.62287 -1.50727 -5.99020
H -0.43524 -2.64091 -6.12458
H 0.71604 -3.34762 -4.06906
H 1.96701 2.68457 -0.43247
H 0.97383 3.64382 -1.54837
H -0.60947 4.18806 0.09368
H 0.69281 3.82533 1.21735
H -0.97462 -2.75540 1.79672
H 0.55901 -3.89610 3.37255
H 2.26503 -2.64073 4.59417
H 2.52481 -0.21659 4.29997
*
```

Properties
Total energy in eV: -41539.13851
LUMO in eV: 0.70
Max |F| in eV/Å: 0.8

Atomic partial charges in e from the Löwdin method, atoms 1 to 5: number 1, C, carries -0.06; number 2, C, carries -0.18; number 3, N, carries 0.05; number 4, C, carries -0.30; number 5, N, carries -0.04



Record 5
C22H27N6OPPbS4 as an isolated structure. Source: the OMol25 dataset; level of theory: ωB97M-V/def2-TZVPD.

The geometry in ORCA input format:
```
! wB97M-V def2-TZVPD RIJCOSX def2/J DEFGRID3
* xyz 2 1
Pb -0.11132 -0.70793 -1.29636
C -6.41673 -0.67272 0.28017
C -5.47247 -0.19439 1.37184
N -4.35012 0.58735 0.83966
C -3.26949 0.03831 0.28555
S -2.07223 1.24150 -0.32355
N -3.15838 -1.24840 0.22492
N -2.02019 -1.84069 -0.26982
C -2.05332 -3.13205 -0.28877
C -3.21431 -3.94630 0.17538
C -0.85905 -3.85859 -0.80652
C -0.79409 -5.24425 -0.78270
C 0.32848 -5.88055 -1.29553
C 1.35272 -5.12121 -1.83255
C 1.21780 -3.74357 -1.82054
N 0.14932 -3.13229 -1.31266
H -7.14421 -1.36581 0.70077
H -5.87154 -1.18898 -0.50982
H -6.96347 0.15915 -0.16219
H -5.05214 -1.03195 1.92662
H -5.98448 0.45255 2.08186
H -4.46701 1.58298 0.73483
H -4.04813 -3.31407 0.45139
H -2.92201 -4.54500 1.04121
H -3.52696 -4.63278 -0.61251
H -1.60514 -5.82679 -0.37457
H 0.39367 -6.96001 -1.27929
H 2.23631 -5.57647 -2.25587
H 1.98770 -3.10777 -2.24368
C 3.61528 -0.59451 -0.50774
P 2.09928 -0.72267 0.48365
C 2.23823 0.63175 1.67694
C 2.33362 -2.24075 1.45153
H 4.48144 -0.61815 0.15532
H 3.62687 0.34275 -1.06488
H 3.69687 -1.42068 -1.21430
H 3.19755 0.54719 2.19115
H 1.43526 0.58682 2.41026
H 2.18351 1.59568 1.17005
H 3.26068 -2.16420 2.02245
H 2.39888 -3.10643 0.79228
H 1.50959 -2.39309 2.14620
S 0.06105 7.08591 -1.03590
C -0.04535 5.64822 -0.30017
S -1.53119 5.01927 0.40258
C -0.72602 3.53408 0.74604
N 0.51888 3.49233 0.40870
N 0.91737 4.65771 -0.13004
C 2.28594 4.73529 -0.55759
C 2.86428 3.60995 -1.13058
C 4.18849 3.65493 -1.53264
C 4.92789 4.81871 -1.37000
C 4.33778 5.93338 -0.79585
C 3.01433 5.89955 -0.37964
S -1.44298 2.12141 1.48833
H 2.27032 2.71587 -1.27312
H 4.64521 2.78498 -1.98710
H 5.96025 4.85509 -1.68894
H 4.90755 6.84295 -0.66499
H 2.56915 6.76241 0.09043
O -1.32487 -1.44527 3.09623
C -0.76435 -0.95975 2.25411
*
```

Properties
Total energy in eV: -92103.48542
LUMO in eV: -6.66
Max |F| in eV/Å: 0.5

Atomic partial charges in e from the Löwdin method, atoms 1 to 5: number 1, Pb, carries 1.11; number 2, C, carries -0.07; number 3, C, carries -0.21; number 4, N, carries 0.01; number 5, C, carries -0.69



Record 6
A single C22H27NO2 molecule in a non-equilibrium geometry. Source: the OMol25 dataset; level of theory: ωB97M-V/def2-TZVPD.

The geometry in ORCA input format:
```
! wB97M-V def2-TZVPD RIJCOSX def2/J DEFGRID3
* xyz 0 1
C -2.85238 -2.34951 0.38292
C -2.47309 -1.54966 1.62448
C -3.04649 -2.21577 2.87321
C -2.97732 -0.10054 1.55642
N -2.30602 0.71672 0.54927
C -3.16303 1.45314 -0.35936
C -3.75785 0.60979 -1.49918
C -4.88847 1.38844 -2.16839
C -2.69638 0.23652 -2.52967
C -1.01107 1.03758 0.81808
O -0.44912 0.62838 1.81394
C -0.28161 1.91124 -0.20628
C 1.18980 1.88709 0.04242
C 1.93208 2.94904 0.45580
O 3.23928 2.64466 0.59730
C 3.35777 1.33921 0.27578
C 4.54771 0.60005 0.27337
C 4.47038 -0.71108 -0.09109
C 3.23764 -1.31979 -0.44522
C 3.19056 -2.68048 -0.80412
C 2.00784 -3.28542 -1.13388
C 0.81796 -2.55082 -1.11224
C 0.83063 -1.22343 -0.77281
C 2.02859 -0.57221 -0.43786
C 2.11576 0.79940 -0.07673
H -2.44038 -1.89613 -0.51345
H -2.46232 -3.36185 0.46034
H -3.93530 -2.41022 0.28105
H -1.38429 -1.52252 1.71230
H -2.69938 -3.24348 2.94427
H -2.73111 -1.68664 3.76872
H -4.13492 -2.22244 2.83888
H -2.80915 0.36001 2.53734
H -4.04745 -0.09527 1.34356
H -3.98891 1.87744 0.22659
H -2.61216 2.28766 -0.79177
H -4.17240 -0.30752 -1.07276
H -5.67775 1.61846 -1.45612
H -5.31921 0.80598 -2.97893
H -4.51485 2.32359 -2.58064
H -3.12317 -0.40614 -3.29640
H -2.30530 1.12921 -3.01480
H -1.87070 -0.29636 -2.06508
H -0.63014 2.94215 -0.09903
H -0.49774 1.56918 -1.21956
H 1.64621 3.95975 0.67607
H 5.47772 1.06923 0.55224
H 5.36165 -1.32104 -0.11096
H 4.11249 -3.24493 -0.81041
H 1.98564 -4.33092 -1.40511
H -0.11314 -3.03857 -1.36240
H -0.09242 -0.66993 -0.73841
*
```

Properties
Relative energy (zero: lowest compared OMol25 entry of this formula, charge and spin) in kcal per mole: 5.1
Total energy in eV: -28838.42771
LUMO in eV: 0.72
Max |F| in eV/Å: 1.2

Atomic partial charges in e from the Löwdin method, atoms 1 to 5: number 1, C, carries -0.07; number 2, C, carries -0.40; number 3, C, carries -0.07; number 4, C, carries -0.13; number 5, N, carries -0.04



> Among the records above, which one has the highest max |F|?

C22H27N5O9OsP2



> What is the formula in the second record?

C22H27N5O3



> Among the records above, which one has the lowest max |F|?

C22H27N6OPPbS4



> max |F| of number 5 (C22H27N6OPPbS4)?

0.5 eV/Å